{"formula": "C39H39BBrN9OsSSb", "method": "ωB97M-V with the def2-TZVPD basis set", "species": ["Os", "Sb", "Br", "S", "N", "N", "N", "N", "N", "N", "N", "N", "N", "C", "C", "C", "C", "C", "C", "C", "C", "C", "C", "C", "C", "C", "C", "C", "C", "C", "C", "C", "C", "C", "C", "C", "C", "C", "C", "C", "C", "C", "C", "C", "C", "C", "C", "C", "C", "C", "C", "C", "B", "H", "H", "H", "H", "H", "H", "H", "H", "H", "H", "H", "H", "H", "H", "H", "H", "H", "H", "H", "H", "H", "H", "H", "H", "H", "H", "H", "H", "H", "H", "H", "H", "H", "H", "H", "H", "H", "H", "H"], "coordinates": [[-0.6435, 0.9845, -0.8326], [1.3145, 0.7439, 2.9294], [-6.6956, 3.5746, 0.5756], [0.3898, 1.9217, 0.9413], [-0.4753, -2.5352, -3.9848], [1.0562, 0.3132, -1.7975], [0.9625, -0.7390, -2.6932], [-1.2118, -1.1337, -0.5654], [-1.3592, -0.2627, -3.4574], [0.5196, -2.9687, -4.6717], [-0.9444, -1.9712, -1.6046], [-1.4748, 0.8992, -2.7444], [-2.5075, 1.7250, -0.1867], [-1.3653, -4.1297, -5.2836], [1.4612, -1.2603, 2.3793], [-1.5241, 2.1103, 6.5920], [0.0362, 1.3267, 4.4682], [2.3347, 0.7841, -1.8719], [-1.6714, -3.2272, -4.3283], [-1.1218, -3.2381, -1.1920], [-3.8640, 3.5074, 0.6648], [1.8355, -3.9049, 1.7028], [2.1634, -1.5728, 1.2151], [2.8703, 1.9650, -1.1441], [-0.2031, 1.7454, 6.8105], [-5.0261, 2.8326, 0.2837], [3.0407, 0.0288, -2.7913], [-2.0657, 2.0853, 5.3116], [5.6503, 2.7996, 3.3562], [0.0260, -3.9766, -5.5158], [-1.2882, 1.6881, 4.2354], [-2.0132, -1.2838, 1.7782], [2.3457, -2.9056, 0.8809], [-1.5745, -1.8861, 0.4912], [3.1779, 1.6386, 3.0424], [-2.3549, 1.2380, -4.7603], [2.1543, -0.9090, -3.2792], [1.1356, -3.5838, 2.8582], [4.3209, 0.8494, 2.8993], [-1.8790, -0.0501, -4.6827], [-3.6379, 1.0774, -0.5547], [-1.5287, -3.2289, 0.1258], [-2.3435, 3.2116, -3.0815], [0.9204, -4.6655, -6.4298], [-4.8942, 1.5826, -0.3296], [4.5049, 3.5774, 3.4927], [5.5624, 1.4441, 3.0658], [0.5952, 1.3534, 5.7451], [-2.6425, 2.9292, 0.4187], [0.9373, -2.2534, 3.2026], [-2.0751, 1.8180, -3.5244], [3.2555, 3.0011, 3.3408], [-0.4234, -1.3839, -2.9327], [-2.1417, 3.9000, -3.9013], [2.5953, -0.7961, 0.5917], [-3.9137, 4.4743, 1.1459], [1.6319, 1.0901, 5.9220], [2.3053, -1.6829, -4.0057], [2.9158, -3.1666, -0.0011], [-5.7657, 1.0181, -0.6303], [4.5884, 4.6287, 3.7322], [0.3999, -5.3801, -7.0603], [1.4640, -3.9356, -7.0439], [0.7608, -4.3674, 3.5030], [2.3638, 3.6035, 3.4728], [3.9359, 2.0455, -1.3468], [1.7051, -5.1793, -5.8553], [-2.0258, -4.8227, -5.7788], [2.0036, -4.9441, 1.4522], [-3.0950, 2.3789, 5.1568], [-3.3918, 3.3360, -2.8031], [-1.7120, 1.6703, 3.2373], [6.6231, 3.2552, 3.4888], [-1.9599, -2.0169, 2.5798], [0.2123, 1.7723, 7.8085], [6.4606, 0.8478, 2.9808], [0.4049, -2.0062, 4.1142], [-1.7316, 3.4358, 0.7062], [2.7400, 1.9008, -0.0656], [-2.6026, -2.9835, -3.8422], [-0.9554, -4.0769, -1.8487], [4.2546, -0.2114, 2.6891], [-3.5060, 0.1216, -1.0435], [4.0708, 0.1571, -3.0758], [-2.8320, 1.7064, -5.6041], [-1.8889, -0.8206, -5.4360], [-3.0494, -0.9467, 1.7100], [-1.7715, -4.0800, 0.7385], [-1.7148, 3.5028, -2.2402], [-2.1371, 2.4225, 7.4269], [-1.3977, -0.4220, 2.0475], [2.3947, 2.8854, -1.4888]], "forces_ev_per_angstrom": [[0.1, -0.2, 0.3], [0.1, -0.1, 0.1], [0.1, 0.0, 0.0], [-0.1, 0.1, -0.2], [0.1, 0.0, -0.1], [0.0, 0.0, 0.0], [0.0, 0.0, 0.0], [0.0, 0.1, 0.0], [0.1, 0.0, 0.0], [0.1, 0.2, 0.2], [0.0, 0.0, 0.0], [-0.1, 0.0, 0.0], [0.1, 0.1, -0.1], [-0.1, 0.0, 0.0], [-0.1, 0.1, 0.0], [0.0, 0.0, 0.0], [0.0, -0.1, -0.1], [0.0, 0.0, 0.0], [0.0, -0.1, -0.1], [0.0, 0.0, 0.0], [0.0, 0.0, 0.0], [0.0, 0.0, 0.0], [0.0, 0.0, 0.0], [0.0, 0.1, 0.0], [0.0, 0.0, 0.0], [0.0, 0.0, 0.0], [0.0, 0.0, 0.1], [0.0, 0.0, 0.0], [0.0, 0.0, 0.0], [-0.1, 0.0, 0.0], [0.0, 0.0, 0.0], [0.0, 0.1, 0.0], [0.0, 0.0, 0.0], [0.0, 0.0, -0.1], [0.0, 0.0, 0.0], [0.0, 0.0, 0.0], [-0.1, 0.1, 0.1], [0.0, 0.0, 0.0], [0.0, 0.0, 0.0], [-0.1, 0.0, 0.0], [-0.1, -0.1, 0.0], [0.0, 0.0, 0.0], [0.0, 0.0, 0.0], [0.0, 0.0, 0.0], [0.0, 0.0, 0.0], [0.0, 0.0, 0.0], [0.0, 0.0, 0.0], [0.0, 0.0, 0.0], [-0.1, 0.0, 0.1], [0.0, 0.0, 0.1], [0.0, 0.0, 0.0], [-0.1, 0.0, 0.0], [-0.1, 0.0, 0.0], [0.0, 0.0, 0.0], [0.0, 0.0, 0.0], [0.0, 0.0, 0.0], [0.0, 0.0, 0.0], [0.0, -0.1, -0.1], [0.0, 0.0, 0.0], [0.0, 0.0, 0.0], [0.0, 0.0, 0.0], [0.0, 0.0, 0.0], [0.0, 0.0, 0.0], [0.0, 0.0, 0.0], [0.0, 0.0, 0.0], [0.0, 0.0, 0.0], [0.0, 0.0, 0.0], [0.0, 0.0, 0.0], [0.0, 0.0, 0.0], [0.0, 0.0, 0.0], [0.0, 0.0, 0.0], [0.0, 0.0, 0.0], [0.0, 0.0, 0.0], [0.0, 0.0, 0.0], [0.0, 0.0, 0.0], [0.0, 0.0, 0.0], [0.0, 0.0, 0.0], [0.0, 0.0, 0.0], [0.1, 0.0, 0.0], [0.0, 0.0, 0.0], [0.0, 0.0, 0.0], [0.0, 0.0, 0.0], [0.0, 0.0, 0.0], [0.0, 0.0, 0.0], [0.0, 0.0, 0.0], [0.0, 0.0, 0.0], [0.0, 0.0, 0.0], [0.0, 0.0, 0.0], [0.0, 0.0, 0.0], [0.0, 0.0, 0.0], [-0.1, -0.1, 0.0], [0.0, 0.0, 0.0]], "gap_ha": [0.301, 0.187], "e_lumo_ev": [-10.28, -13.38], "multiplicity": 6, "charge": 4, "s_squared": 8.779}

{"formula": "C4H4N2S", "method": "ωB97M-V with the def2-TZVPD basis set", "species": ["S", "N", "N", "C", "C", "C", "C", "H", "H", "H", "H"], "coordinates": [[-2.2431, -0.8317, -0.0235], [1.2948, 0.9428, 0.5090], [1.5535, 0.1880, -0.5660], [0.0712, 1.0533, 0.9993], [-0.4544, -0.9448, -0.1584], [0.7358, -0.7772, -0.9943], [-0.9710, 0.3945, 0.1454], [1.1935, -1.4349, -1.7371], [-0.9762, 1.0797, -0.7192], [-0.1116, 1.8210, 1.7714], [-0.0924, -1.4906, 0.7735]], "forces_ev_per_angstrom": [[-0.1, -0.1, 0.0], [-2.1, 1.0, 2.2], [-0.6, -2.5, -2.2], [0.6, 0.3, -0.4], [0.5, -1.3, 1.1], [1.7, 1.5, 0.4], [0.8, 1.5, 0.2], [-0.5, 0.2, 0.0], [-0.2, -0.5, -0.2], [0.3, -0.7, -0.2], [-0.4, 0.7, -0.8]], "gap_ha": 0.322, "e_lumo_ev": -0.34, "smiles": "C1=NN=C[C@@H]2S[C@@H]12", "charge": 0}

{"formula": "C4H4FN", "method": "ωB97M-V with the def2-TZVPD basis set", "species": ["F", "N", "C", "C", "C", "C", "H", "H", "H", "H"], "coordinates": [[2.8095, -0.5207, -1.9118], [2.0924, 1.6874, -1.4854], [0.8451, 0.3539, -0.4097], [-0.1686, -0.6282, 0.0533], [0.8919, 1.6645, -0.4841], [2.0257, 0.4193, -1.4149], [0.4173, -1.5446, 0.2215], [-0.6793, -0.7280, -0.8526], [0.1629, 2.4366, -0.0243], [-0.5373, -0.3318, 0.9377]], "forces_ev_per_angstrom": [[0.3, 0.5, -0.2], [-2.6, 5.1, 2.0], [3.2, -6.5, -2.3], [4.8, -1.0, -2.2], [1.4, 8.1, -1.3], [-3.9, -5.7, 3.5], [-0.5, -0.1, 0.0], [-2.2, -0.6, -0.8], [1.9, -0.9, -1.3], [-2.3, 1.0, 2.7]], "gap_ha": [0.273, 0.326], "e_lumo_ev": [0.90, -1.71], "multiplicity": 3, "charge": 0, "s_squared": 2.005}

Let's list ΔE to the lowest compared entry with this formula, charge and spin in order: 0.00; 438.26; 61.30 kJ/mol.
Let's list E_tot in order: -145008.490; -18023.698; -8414.044 eV.